No. 1
Computed, not measured: the ion C10H15ClN with charge +1, with ωB97M-V/def2-TZVPD.

The geometry in XYZ format:
```
27
Properties=species:S:1:pos:R:3:forces:R:3
C 1.50288 2.73510 -0.52064 -0.32 0.06 0.24
N 1.26025 1.61907 0.42782 2.23 -2.90 -3.07
C 0.72841 0.25737 -0.19324 0.72 0.05 -0.94
C -0.73159 -0.01043 0.15388 1.49 -0.13 -2.41
C -1.44720 -0.46858 -0.96177 -0.92 0.31 -1.62
C -2.81402 -0.87482 -0.84148 3.13 0.76 0.04
C -3.32673 -0.75511 0.41438 -2.41 -1.29 1.80
C -2.59571 -0.36170 1.53827 -0.03 1.41 -0.20
C -1.28107 0.04928 1.40860 0.09 -0.39 1.69
C 1.65126 -0.91962 0.23854 -0.79 -0.91 0.64
C 1.49791 -2.18948 -0.71850 1.01 1.40 -0.24
Cl 3.34613 -0.39965 0.26141 0.85 0.21 -0.46
H 0.53800 2.94846 -0.83010 -1.62 1.19 -1.03
H 1.96292 3.52356 -0.00947 0.05 1.40 1.33
H 2.18665 2.70102 -1.36984 -0.11 -1.78 0.05
H 2.17712 1.37001 0.74662 1.15 -0.54 0.36
H 0.79398 1.76777 1.26401 -1.88 1.34 1.65
H 0.88257 0.27860 -1.34660 -0.36 0.64 2.06
H -0.97788 -0.40357 -2.02980 -0.81 -0.34 2.22
H -3.29808 -1.26559 -1.70681 -0.62 -0.08 -0.22
H -4.36526 -1.11200 0.65171 0.96 0.58 -0.58
H -3.07113 -0.11866 2.48722 -0.16 -0.75 -0.18
H -0.73771 0.29329 2.36894 -0.36 -0.02 -1.37
H 1.54063 -1.19528 1.34038 -0.58 0.11 -1.58
H 1.76148 -1.97855 -1.84113 -0.69 -0.07 2.18
H 0.51916 -2.66713 -0.59768 0.28 0.19 -0.13
H 2.29704 -2.82333 -0.33473 -0.28 -0.46 -0.25
```
Positions in Å, forces in eV/Å.

Total charge: +1
E_tot in eV: -24618.206
E_LUMO in eV: -2.75
Structure (SMILES): C[NH2+][C@H](c1ccccc1)[C@@H](C)Cl



No. 2
Computed, not measured: an isolated molecule of C4H8O2, with ωB97M-V/def2-TZVPD.

The geometry in XYZ format:
```
14
Properties=species:S:1:pos:R:3:forces:R:3
C -1.47676 -1.21887 0.22974 0.05 -0.19 -0.13
C -0.98479 0.16720 0.47366 -0.59 0.23 -0.39
O -1.17166 0.84290 -0.93910 -0.83 0.05 1.50
C 0.02358 0.90087 -0.23688 0.93 -0.09 0.65
C 1.31777 0.22653 -0.54571 -0.11 -0.27 -0.34
O 2.28754 1.24786 -0.49251 0.55 -0.06 -0.29
H -2.56734 -1.10045 0.20481 0.13 -0.31 0.00
H -1.24079 -1.96663 0.99171 0.17 0.16 -0.04
H -1.16398 -1.52227 -0.76775 0.03 -0.36 0.16
H -1.15842 0.53774 1.49972 -1.24 0.66 -0.90
H 0.16814 1.91724 0.12989 0.42 -0.09 0.25
H 1.49830 -0.52616 0.24389 0.07 0.17 -0.31
H 1.24802 -0.28588 -1.51011 0.26 0.02 -0.11
H 3.15224 0.84351 -0.59533 0.15 0.09 -0.03
```
Positions in Å, forces in eV/Å.

Total charge: 0
E_tot in eV: -8370.046
E_LUMO in eV: 0.85
Structure (SMILES): C[C@@H]1O[C@@H]1CO



No. 3
Computed, not measured: an isolated molecule of C7H12BN, with ωB97M-V/def2-TZVPD.

The geometry in XYZ format:
```
21
Properties=species:S:1:pos:R:3:forces:R:3
C -1.39592 1.32249 -1.76190 -1.10 1.29 0.49
C -1.11921 0.71066 -0.64269 -1.06 0.14 2.33
C 0.19094 0.11423 -0.26787 0.94 1.69 -1.38
B 0.44886 1.04799 0.99639 -0.18 0.56 -0.34
C 1.11793 2.42986 0.69336 1.57 -0.03 -2.30
C 0.20809 -1.34372 -0.10851 -1.58 -1.37 0.74
C 0.20495 -2.10435 -1.18242 0.56 0.20 -0.69
N 0.25188 -1.86761 1.15651 1.52 0.12 1.00
C -0.13613 -2.85034 1.83412 -1.57 -0.56 -0.65
H -2.16742 2.09446 -1.82761 -0.16 -0.77 -0.22
H -0.73456 1.19984 -2.54549 1.24 0.08 -1.79
H -1.80608 0.83383 0.20355 -0.18 -0.05 -0.23
H 0.79038 0.47087 -1.19265 -0.13 -1.04 1.65
H -0.01174 0.75560 2.04985 0.04 -0.15 0.11
H 0.63728 3.39520 0.64678 -1.09 0.01 0.36
H 1.46756 2.31618 -0.40084 -0.12 0.37 1.49
H 2.00736 2.71575 1.27014 0.01 -0.61 0.18
H 0.46631 -3.12405 -1.21819 -0.23 -1.13 0.15
H 0.20758 -1.54799 -2.08214 0.12 0.10 -1.12
H 0.41364 -2.95834 2.77401 -0.49 -0.48 0.06
H -1.04170 -3.61057 1.60559 1.90 1.62 0.16
```
Positions in Å, forces in eV/Å.

Total charge: 0
E_tot in eV: -9616.063
E_LUMO in eV: 0.55
Structure (SMILES): C=C[C@@H](BC)C(=C)N=C



No. 4
Computed, not measured: an isolated molecule of C21H18N6O2S, with ωB97M-V/def2-TZVPD.

The geometry in XYZ format:
```
48
Properties=species:S:1:pos:R:3:forces:R:3
C -5.67905 -0.92508 2.17891 0.01 0.08 0.06
C -4.55233 -0.20800 1.49850 -0.04 -0.04 -0.05
C -3.23267 -0.44177 1.86638 -0.06 0.09 -0.08
C -2.19493 0.23388 1.25687 0.01 0.13 0.04
C -2.45512 1.16431 0.25386 -0.36 -0.04 0.15
N -1.35120 1.80674 -0.33322 0.27 -0.36 0.28
C -1.37301 2.84528 -1.18691 0.63 0.18 -0.20
O -2.35709 3.41278 -1.60629 -0.14 0.18 -0.09
C 0.01899 3.37086 -1.62437 -0.99 0.50 -0.17
N 1.08454 2.43995 -1.48946 0.87 -0.36 0.27
N 1.37442 1.52501 -2.37929 -0.71 0.11 -0.80
N 2.32553 0.80980 -1.89506 0.54 -0.29 -0.01
C 2.60451 1.31436 -0.67458 -0.42 0.78 -0.35
C 3.58614 0.73800 0.22956 0.13 -0.20 0.18
C 4.51168 1.54672 0.87697 -0.03 -0.14 -0.01
C 5.49229 0.98865 1.67521 0.05 0.05 0.06
C 5.55733 -0.38710 1.82797 0.02 0.01 -0.04
C 4.62089 -1.19930 1.21626 -0.08 0.00 -0.08
C 3.61696 -0.64632 0.42959 0.19 0.37 0.25
N 2.65101 -1.48767 -0.14380 0.03 -0.29 -0.03
C 1.32018 -1.21455 -0.23156 0.11 -0.18 0.19
O 0.80061 -0.23270 0.27934 -0.01 -0.09 0.15
C 0.52565 -2.18257 -0.98369 -0.64 -0.17 -0.28
C 0.86448 -3.33991 -1.63783 0.02 0.40 0.26
C -0.23656 -3.94568 -2.26585 -0.19 -0.13 -0.09
C -1.38989 -3.24252 -2.08460 0.07 0.34 0.20
S -1.16275 -1.83119 -1.14816 0.44 -0.46 -0.18
N 1.83843 2.36303 -0.41140 0.36 -0.04 0.55
C -3.77088 1.40770 -0.12222 0.02 0.15 -0.18
C -4.79957 0.72441 0.49990 0.10 -0.17 0.15
H -6.02127 -0.34992 3.04013 -0.09 -0.04 0.07
H -5.35958 -1.90249 2.53335 -0.04 -0.08 0.03
H -6.52237 -1.05146 1.50386 -0.08 -0.05 0.00
H -3.01448 -1.16257 2.64158 0.03 -0.08 0.07
H -1.17346 0.03821 1.54497 0.09 -0.02 0.04
H -0.46447 1.40469 -0.04251 0.00 0.16 -0.20
H -0.06695 3.66964 -2.67140 0.01 -0.05 0.19
H 0.24563 4.24657 -1.01030 0.03 -0.14 -0.14
H 4.46024 2.61469 0.73049 0.00 0.10 -0.03
H 6.21161 1.62330 2.16948 0.06 0.05 0.04
H 6.33247 -0.82936 2.43551 0.05 -0.04 0.05
H 4.65599 -2.27072 1.35338 -0.03 -0.10 0.05
H 2.96736 -2.39823 -0.43906 -0.10 0.12 -0.05
H 1.85805 -3.75054 -1.68164 0.20 -0.04 -0.01
H -0.17501 -4.85991 -2.82849 -0.02 -0.15 -0.09
H -2.36774 -3.47842 -2.45517 -0.20 -0.08 -0.10
H -3.98640 2.12754 -0.89324 0.01 0.02 -0.02
H -5.81818 0.92188 0.19804 -0.11 0.02 -0.04
```
Positions in Å, forces in eV/Å.

Total charge: 0
E_tot in eV: -45940.495
E_LUMO in eV: 0.05
Structure (SMILES): Cc1ccc(NC(=O)Cn2nnc(-c3ccccc3NC(=O)c3cccs3)n2)cc1



No. 5
Computed, not measured: the ion C5H14N3 with charge +1, with ωB97M-V/def2-TZVPD.

The geometry in XYZ format:
```
22
Properties=species:S:1:pos:R:3:forces:R:3
C 0.16738 -2.45774 -0.95349 2.44 1.99 1.71
N -0.15824 -1.03653 -0.65602 -0.96 0.43 0.99
C -0.74987 -0.34258 -1.82969 1.36 -0.59 1.96
C -0.91789 -0.59631 0.55163 1.77 -1.65 2.00
C -0.44841 0.58144 1.45820 2.42 0.29 -3.55
N 0.64707 1.24574 1.07732 -4.53 -0.60 3.50
C 0.85074 2.53042 1.73023 4.00 -1.20 0.33
N 1.48884 0.72241 0.27448 2.65 -2.45 -2.55
H -0.56345 -3.09354 -1.31606 -2.05 -1.14 -0.24
H 0.81289 -2.92839 -0.15055 -0.97 0.54 -0.84
H 0.79515 -2.21045 -1.78185 0.87 -0.89 -0.76
H -0.03970 -0.25089 -2.61525 0.44 -0.23 -0.86
H -1.64349 -0.84687 -2.07768 -1.16 -0.20 -0.78
H -0.89388 0.61445 -1.41183 -0.77 1.48 -0.31
H -1.00437 -1.42712 1.25736 -0.06 -0.28 -0.16
H -1.89829 -0.29054 0.38602 -2.05 0.22 -0.92
H -1.09720 1.07199 2.16583 -0.05 -0.17 -0.01
H 1.93908 2.49749 2.06917 -1.16 0.55 -0.68
H 0.66332 3.29899 1.03931 -0.30 1.18 -0.58
H 0.33487 2.52692 2.64223 -1.22 0.33 0.84
H 2.34271 1.10980 -0.07189 0.03 1.21 0.57
H 1.27366 -0.24414 -0.11670 -0.71 1.18 0.34
```
Positions in Å, forces in eV/Å.

Total charge: +1
E_tot in eV: -9872.624
E_LUMO in eV: -3.73
Structure (SMILES): CN(C)C/C=[N+](/C)N



No. 6
Computed, not measured: the ion C4H10NO with charge +1, with ωB97M-V/def2-TZVPD.

The geometry in XYZ format:
```
16
Properties=species:S:1:pos:R:3:forces:R:3
C -2.06418 -0.81792 0.40428 -0.98 -3.48 -0.35
C -0.33778 0.59255 -0.45576 -0.51 2.04 0.41
C 0.17410 1.97165 -0.03922 -3.25 0.66 0.93
C 1.30988 -1.05695 0.39572 1.18 -1.56 1.73
N 0.63053 -0.45770 -0.74621 -2.24 -3.46 -3.62
O -1.47924 0.24904 0.14340 1.91 2.18 -0.16
H -3.03830 -0.78142 0.90242 0.50 0.16 -0.35
H -1.67255 -1.76635 -0.05169 -0.47 0.73 0.74
H -0.75180 2.76249 0.10646 2.28 -2.35 -0.25
H 0.72330 2.37666 -0.80890 1.24 0.97 -2.03
H 0.83670 2.05039 0.81938 -0.22 -0.40 0.53
H 1.24441 -0.28272 1.14387 0.39 -0.05 0.59
H 0.69057 -1.94737 0.75816 1.24 1.17 -0.48
H 2.41814 -1.31631 0.21037 -1.99 0.27 0.08
H 0.04730 -1.32143 -1.22777 1.52 2.60 1.17
H 1.26892 -0.25461 -1.55451 -0.59 0.54 1.05
```
Positions in Å, forces in eV/Å.

Total charge: +1
E_tot in eV: -7836.207
E_LUMO (alpha / beta) in eV: -4.20 / -3.86